# 1
12
Properties=species:S:1:pos:R:3 method="wB97M-V/def2-TZVPD" orbital_gap_ev=9.07 e_above_lowest_kcal_mol=100.5 e_homo_ha=-0.3052 total_energy_ha=-298.688675
C 0.446 -0.194 -0.351
C -1.476 1.334 0.144
H 1.745 -3.131 -0.267
H 2.485 -1.561 0.835
H 1.119 0.630 -0.622
H -1.527 -0.664 0.069
H -2.614 1.317 0.179
H -1.038 3.229 0.273
N 1.899 -1.865 -0.167
N 0.556 -1.474 -0.124
N -1.030 0.107 -0.064
N -0.566 2.273 0.096

***

# 2
12
Properties=species:S:1:pos:R:3 method="wB97M-V/def2-TZVPD" orbital_gap_ev=8.63 e_above_lowest_kcal_mol=102.4 e_homo_ha=-0.2840 total_energy_ha=-298.685649
C -1.046 0.231 -0.532
C 0.418 -0.486 -0.874
N -0.252 -0.018 1.559
N -1.307 -0.227 0.802
N 0.969 0.293 1.281
N 1.391 0.100 -0.020
H -0.689 1.235 -0.558
H -1.897 0.038 -1.204
H 0.270 -1.603 -0.534
H 0.669 -0.487 -1.976
H -0.525 0.085 2.547
H 1.998 0.839 -0.491

***

# 3
12
Properties=species:S:1:pos:R:3 method="wB97M-V/def2-TZVPD" orbital_gap_ev="9.07 / 9.07" e_above_lowest_kcal_mol=132.1 e_homo_ha="-0.2992 / -0.2991" total_energy_ha=-298.638369
C 1.731 0.656 0.894
C -1.099 -1.496 -0.191
N 0.317 0.898 -0.896
N 1.500 0.811 -0.333
N -0.932 0.940 -0.311
N -1.421 -0.234 -0.001
H 0.951 0.635 1.579
H 2.873 0.672 1.079
H -1.677 -2.209 0.206
H -0.088 -1.763 -0.604
H 0.118 1.015 -1.854
H -2.273 0.076 0.432